Density functional theory data (the ωB97M-V functional and the def2-TZVPD basis) for a structure of composition C47H57IrN6O2P at a distorted geometry.

```
114
Properties=species:S:1:pos:R:3:forces:R:3
H -3.225 4.826 -1.376 -0.0768 0.0260 0.0455
H -2.486 -1.656 5.725 -0.0163 0.0468 0.0679
P 2.257 -0.333 1.759 -0.1462 0.2852 0.7542
C 3.927 -2.562 2.004 0.0036 0.2212 -0.0255
C -3.205 -2.268 -0.319 -0.1430 0.0667 0.0790
H 3.266 -3.126 -1.953 0.1417 0.0518 -0.0231
H 3.403 0.471 -2.768 -0.0047 -0.0497 -0.0192
H -0.987 2.612 1.939 0.0380 -0.0826 -0.0038
C -1.300 5.323 -2.251 -0.3121 0.1645 0.4063
C -0.938 4.966 -4.701 -0.0200 -0.0305 -0.4886
H -0.339 -0.531 -2.448 0.0032 0.0505 0.0216
O 1.431 0.133 -0.826 -0.0598 0.0355 0.1890
C -1.905 -2.122 4.946 0.1433 0.2197 -0.1949
H 5.005 0.727 1.805 0.0985 -0.0255 0.0340
C 1.431 -4.114 -1.412 0.1330 0.1213 -0.0719
C 5.681 -3.108 0.455 -0.0867 0.0427 0.0210
C 5.330 -2.015 -0.322 0.0316 0.0041 -0.0569
C 3.594 -1.444 1.243 -0.2735 -0.0947 -0.1666
H 1.747 -5.048 -1.890 -0.0749 0.1015 0.0393
C 2.964 1.327 1.524 -0.1737 -0.1319 -0.1741
C -0.511 -3.233 2.906 0.0246 -0.3230 0.0368
H 4.037 -0.315 -0.520 0.0110 0.0422 -0.0856
H 0.049 -5.348 -3.281 0.0728 -0.0515 -0.0063
H -1.762 2.748 6.133 -0.0310 -0.0111 0.0845
H -1.708 0.276 6.143 0.0513 -0.0931 0.0492
C -1.943 -4.621 -3.026 0.0201 0.1088 0.1011
C -2.234 5.460 -5.337 0.2177 -0.0037 0.0314
C -1.302 3.087 -3.262 0.1664 -0.0851 0.3758
H -2.583 -1.540 0.226 -0.1939 -0.0813 -0.1582
H -4.408 -3.979 0.221 -0.0784 -0.1368 -0.0105
C -2.813 1.149 0.161 -0.2773 0.0565 0.0239
H -4.853 -0.885 -0.405 -0.1364 0.0442 0.0480
H 0.300 0.382 -3.765 0.0132 0.0496 0.0826
H 1.049 2.203 1.214 -0.1447 0.0519 -0.0583
H 1.879 -1.345 3.952 0.0022 -0.0393 0.0945
H -0.773 4.894 -1.391 0.0230 0.1392 -0.0878
C -1.269 -1.342 3.978 -0.0993 -0.7174 0.1454
H -3.156 0.582 1.015 -0.0064 -0.0632 0.0872
H 4.357 4.913 1.270 0.0366 0.0982 -0.0036
H 1.760 0.424 3.992 -0.0159 0.0063 0.0121
H -3.873 -0.917 -1.877 -0.0398 0.0705 -0.0950
C -2.292 -3.050 -1.225 0.1058 0.3287 0.2845
C -1.298 0.127 4.030 -0.0262 0.5967 0.2136
O -1.010 2.271 -4.126 -0.0767 -0.1462 -0.2773
N -0.608 -1.909 2.956 -0.1948 0.4678 -0.0307
H 1.950 -2.875 -3.115 0.0426 0.0207 -0.0890
C -0.036 -3.953 -1.692 0.2489 -0.1030 0.0864
C 3.964 3.910 1.340 0.0265 0.0040 -0.0209
C 2.198 -2.958 -2.058 -0.0191 -0.2541 0.0052
C -1.385 2.862 4.021 -0.0744 -0.2097 0.1443
C 1.413 0.393 -2.037 0.1240 0.0420 -0.6048
C 1.733 -4.210 0.077 -0.0138 -0.0420 -0.2240
H 1.503 -3.255 0.550 0.1240 -0.1206 0.1349
C 2.600 3.689 1.225 -0.0301 0.0878 0.0215
H 1.926 4.522 1.077 -0.0177 0.0323 -0.0316
C -0.591 -4.688 -2.713 -0.0303 -0.0161 0.0339
H -4.780 1.641 -0.529 -0.0688 -0.0593 0.0475
H -1.442 3.938 3.963 0.0615 0.0596 -0.0452
C -4.298 -1.528 -1.083 0.2326 -0.0317 0.0839
H -4.475 -2.664 1.394 -0.0875 0.0492 0.0781
H -2.722 6.498 -1.153 -0.0348 0.0920 0.1101
H -2.616 6.343 -4.829 -0.0727 0.0525 0.0075
H -2.290 -4.113 5.633 -0.0409 -0.0564 0.0293
H 1.144 -5.007 0.527 -0.0569 -0.0696 0.1602
H -3.044 -3.693 1.310 0.0340 -0.1294 0.0712
C -1.076 -4.070 3.854 -0.0822 0.1780 0.1212
C 2.107 2.399 1.312 0.0314 -0.1074 -0.0257
N -1.066 0.783 2.880 -0.0049 -0.3719 0.0521
H 3.374 -2.803 2.898 -0.0226 -0.0024 0.1665
H -0.214 5.780 -4.626 0.0313 -0.1120 0.0449
C 2.544 1.138 -2.687 -0.0575 0.0572 0.1039
H 6.490 -3.756 0.155 0.0981 -0.0134 -0.0250
H 5.887 3.007 1.641 0.0922 0.0692 -0.0060
C 2.328 -0.419 3.598 -0.0645 -0.1663 -0.3315
C -0.862 -3.018 -0.942 -0.6738 -1.2435 -1.2922
C -1.582 2.196 5.223 0.0524 0.0211 -0.3086
Ir -0.176 -0.487 1.034 0.4442 0.3212 0.5515
H -2.346 -5.207 -3.837 -0.0363 -0.0338 -0.0464
N 0.419 0.013 -2.833 -0.2104 -0.2653 -0.0475
H 2.281 1.495 -3.680 0.0168 -0.0017 -0.0401
C -1.133 2.112 2.886 0.0476 0.4089 -0.0147
N -1.493 1.241 -0.004 0.2523 -0.2350 0.0386
H 0.027 2.121 -1.071 0.0928 -0.1145 -0.0007
H -0.781 6.241 -2.534 0.0663 -0.1343 0.0501
H 5.869 -1.803 -1.233 0.0957 0.0275 -0.1140
H -3.313 5.964 -2.720 -0.0974 0.0461 -0.0794
H -2.054 5.722 -6.375 -0.0137 0.0612 -0.1132
C -2.777 -3.817 -2.254 -0.0338 0.0711 -0.0049
H 3.361 -0.352 3.939 -0.0520 0.0200 -0.0110
C -1.040 1.972 -1.020 0.0194 0.3480 -0.3001
C 4.824 2.843 1.545 0.0688 0.0482 0.0279
C 4.330 1.554 1.642 -0.1076 -0.0310 0.0496
C 4.296 -1.183 0.068 -0.0842 -0.0301 0.1122
C 4.980 -3.372 1.620 0.0777 -0.1068 0.0024
H -0.955 -5.138 3.777 0.0238 -0.0866 -0.0459
C -3.244 2.389 -1.829 0.2556 -0.1382 0.2110
C -3.720 1.734 -0.704 0.1157 0.0085 -0.1082
C -3.822 -3.213 0.719 0.1712 0.1841 -0.0096
H 2.837 1.977 -2.060 0.0180 0.0398 0.0791
N -1.178 4.412 -3.376 0.0973 0.0185 -0.1840
H 2.785 -4.428 0.237 0.1064 -0.0038 0.0188
H 1.940 -2.031 -1.558 0.0501 0.1173 0.0687
C -2.732 5.668 -1.853 0.1658 0.0432 -0.0347
H -3.832 -3.800 -2.478 -0.1388 -0.0004 0.0441
C -1.546 0.813 5.223 0.0166 -0.1296 -0.2899
H -3.926 2.761 -2.577 -0.0601 0.1375 -0.0691
H 5.261 -4.212 2.234 -0.0050 -0.1582 0.0880
H -2.988 4.675 -5.309 -0.0729 -0.0325 -0.0238
H 0.049 -3.640 2.078 -0.0016 -0.0113 -0.0942
C -1.868 2.539 -1.977 -0.1342 -0.2710 0.1593
C -1.809 -3.500 4.886 0.1904 -0.0050 -0.2162
H -0.513 4.165 -5.309 0.0285 0.2013 0.0913
N -0.372 -2.183 -0.099 0.3752 0.7610 0.5411
H -5.004 -2.225 -1.524 -0.1242 -0.0626 -0.0747
```
Positions in Å, forces in eV/Å.

energy relative to the best compared isomer or geometry (same formula, charge and spin) = 54.11 kJ/mol
HOMO-LUMO gap (alpha / beta) = 7.28 / 7.15 eV
F_max = 0.0373 hartree/bohr
E_HOMO (alpha / beta) = -12.4 / -13.6 eV
net charge = +2
spin multiplicity = 6

Atom charges from the Löwdin analysis, given in e for atoms 1 to 99:
1 H 0.05
2 H 0.12
3 P 0.95
4 C -0.10
5 C -0.39
6 H 0.08
7 H 0.10
8 H 0.09
9 C -0.18
10 C -0.18
11 H 0.11
12 O -0.17
13 C 0.02
14 H 0.11
15 C -0.35
16 C -0.05
17 C -0.06
18 C -0.37
19 H 0.14
20 C -0.37
21 C -0.12
22 H 0.09
23 H 0.13
24 H 0.13
25 H 0.12
26 C -0.01
27 C -0.06
28 C -0.43
29 H 0.07
30 H 0.09
31 C -0.15
32 H 0.07
33 H 0.11
34 H 0.05
35 H 0.03
36 H 0.12
37 C -0.22
38 H 0.11
39 H 0.11
40 H 0.04
41 H 0.09
42 C -0.12
43 C -0.22
44 O 0.06
45 N 0.01
46 H 0.09
47 C -0.12
48 C -0.06
49 C -0.03
50 C -0.01
51 C -0.59
52 C -0.06
53 H 0.03
54 C -0.07
55 H 0.11
56 C -0.01
57 H 0.12
58 H 0.12
59 C -0.06
60 H 0.09
61 H 0.08
62 H 0.07
63 H 0.13
64 H 0.09
65 H 0.07
66 C -0.02
67 C -0.12
68 N 0.01
69 H 0.10
70 H 0.13
71 C 0.04
72 H 0.12
73 H 0.12
74 C -0.22
75 C -0.26
76 C -0.01
77 Ir 1.18
78 H 0.12
79 N 0.23
80 H 0.09
81 C -0.14
82 N -0.04
83 H 0.11
84 H 0.13
85 H 0.11
86 H 0.07
87 H 0.08
88 C -0.01
89 H 0.07
90 C -0.09
91 C -0.05
92 C -0.07
93 C -0.11
94 C -0.07
95 H 0.12
96 C 0.02
97 C -0.03
98 C -0.03
99 H 0.09